{
  "formula": "C50H58N8O14",
  "method": "ωB97M-V with the def2-TZVPD basis set",
  "symbols": ["O", "O", "O", "O", "O", "O", "O", "O", "O", "O", "O", "O", "O", "O", "N", "N", "N", "N", "N", "N", "N", "N", "C", "C", "C", "C", "C", "C", "C", "C", "C", "C", "C", "C", "C", "C", "C", "C", "C", "C", "C", "C", "C", "C", "C", "C", "C", "C", "C", "C", "C", "C", "C", "C", "C", "C", "C", "C", "C", "C", "C", "C", "C", "C", "C", "C", "C", "C", "C", "C", "C", "C", "H", "H", "H", "H", "H", "H", "H", "H", "H", "H", "H", "H", "H", "H", "H", "H", "H", "H", "H", "H", "H", "H", "H", "H", "H", "H", "H", "H", "H", "H", "H", "H", "H", "H", "H", "H", "H", "H", "H", "H", "H", "H", "H", "H", "H", "H", "H", "H", "H", "H", "H", "H", "H", "H", "H", "H", "H", "H"],
  "coordinates": [[-19.7834, -27.5351, -32.8538], [-21.4750, -23.9525, -29.3822], [-12.9502, -27.4561, -19.9626], [-21.9479, -21.0532, -28.9093], [-12.6713, -26.3770, -21.7472], [-21.5153, -26.5167, -27.8626], [-18.3410, -17.4728, -17.6905], [-15.7724, -21.3895, -23.1844], [-23.7396, -21.8601, -29.7936], [-20.2297, -28.5677, -31.0693], [-22.4380, -25.4013, -30.6187], [-12.7982, -21.8655, -26.1226], [-16.8753, -19.5751, -23.4357], [-20.8333, -25.4697, -26.1723], [-21.7488, -26.0722, -26.7498], [-18.3880, -17.3877, -21.4011], [-19.6700, -27.6926, -31.6629], [-13.1395, -26.5141, -20.6642], [-21.6774, -24.4496, -30.4921], [-16.6183, -20.7200, -23.8000], [-12.4987, -25.2226, -25.1731], [-23.0448, -21.6159, -28.8073], [-20.8971, -17.7818, -27.7958], [-19.2169, -17.5944, -16.5532], [-21.0799, -23.7854, -31.6706], [-25.6426, -22.4215, -26.1881], [-13.9719, -25.4640, -20.1435], [-24.9827, -22.1274, -25.0005], [-20.4443, -22.5336, -31.6117], [-17.7052, -15.5991, -19.9672], [-17.3407, -22.6702, -25.0074], [-17.3853, -21.2922, -24.8718], [-18.3009, -25.6944, -28.7167], [-15.6269, -23.3718, -19.2470], [-19.3066, -17.1581, -25.6023], [-14.4691, -25.0792, -26.6508], [-15.5677, -24.5614, -18.5622], [-24.2501, -26.6218, -26.7895], [-19.0942, -21.1635, -26.5796], [-25.6695, -25.9870, -24.9449], [-18.2383, -20.5537, -25.6932], [-18.9224, -26.6756, -30.8906], [-25.5009, -26.4391, -26.2412], [-19.0174, -26.6713, -29.4781], [-18.1145, -25.6976, -31.4754], [-21.4526, -17.6815, -26.5426], [-17.9177, -17.1330, -20.0451], [-18.7332, -17.2911, -26.8375], [-20.0756, -22.5995, -33.9843], [-19.5450, -17.6227, -27.9576], [-13.5786, -22.8669, -25.5163], [-14.8564, -23.2507, -20.3862], [-24.5374, -25.4973, -24.2694], [-17.5712, -24.6859, -29.3388], [-23.0945, -26.1396, -26.1216], [-20.7189, -23.8460, -34.0557], [-18.2872, -23.2609, -25.8333], [-11.3906, -21.9082, -25.8172], [-23.7197, -21.6335, -25.0130], [-23.2807, -25.6018, -24.8275], [-24.9981, -22.2806, -27.4154], [-18.8111, -17.7470, -18.9631], [-19.9372, -21.9838, -32.7675], [-19.0530, -22.5439, -26.6734], [-23.0325, -21.5111, -26.2845], [-13.2297, -24.3435, -26.1081], [-17.4521, -24.7152, -30.7545], [-20.7017, -17.4248, -25.3875], [-14.7100, -25.5665, -18.8963], [-23.6917, -21.8137, -27.4987], [-14.0110, -24.2295, -20.8716], [-21.1489, -24.4440, -32.9102], [-15.1761, -25.2083, -25.8313], [-22.4054, -25.1869, -24.3498], [-25.5385, -22.5481, -28.3114], [-18.8392, -18.8348, -19.0271], [-11.1885, -22.0095, -24.7509], [-18.6601, -16.9180, -24.7712], [-17.1356, -23.8451, -28.8196], [-19.2738, -18.6725, -16.4030], [-15.0811, -22.4092, -21.0247], [-16.9976, -23.8558, -31.2249], [-17.6897, -17.0491, -26.9755], [-10.9597, -20.9552, -26.1240], [-24.0673, -27.0447, -27.7663], [-21.5785, -18.0264, -28.5973], [-26.6626, -25.9260, -24.5249], [-17.2732, -15.3840, -18.9898], [-18.3055, -19.4816, -25.5819], [-26.6174, -22.8601, -26.0340], [-22.4831, -17.8653, -26.2768], [-19.6043, -22.2069, -34.8732], [-24.6099, -25.1873, -23.2374], [-13.5795, -22.7916, -24.4289], [-26.3698, -26.7708, -26.7902], [-16.7432, -23.2590, -24.3272], [-14.1233, -26.0596, -26.9786], [-19.4923, -27.5076, -28.9865], [-22.0578, -21.0608, -26.4009], [-19.4240, -21.0381, -32.6750], [-13.4561, -24.0371, -21.7780], [-17.0058, -15.1756, -20.6880], [-21.1076, -17.5141, -24.3906], [-25.4349, -22.3681, -24.0497], [-16.8890, -17.4670, -19.9103], [-20.8697, -24.3510, -34.9984], [-18.7486, -17.1496, -15.6752], [-19.5267, -23.1290, -27.4478], [-18.3047, -25.7251, -27.6372], [-14.6124, -22.6178, -25.7553], [-14.9600, -24.6285, -27.5133], [-11.7474, -24.6658, -24.7917], [-14.6123, -26.4083, -18.2269], [-17.7322, -16.8663, -21.9651], [-12.1258, -26.0933, -25.5238], [-10.8529, -22.7359, -26.2799], [-21.5679, -25.4385, -32.9533], [-19.6485, -20.4692, -27.1937], [-18.7013, -15.1662, -20.0595], [-16.1940, -24.6065, -17.6835], [-18.4165, -24.3327, -25.8021], [-18.2771, -18.3767, -21.5731], [-19.0793, -17.6908, -28.9297], [-23.1723, -21.3884, -24.1148], [-20.1064, -16.9807, -16.6961], [-12.6301, -24.1747, -27.0026], [-20.2140, -22.1070, -30.6466], [-18.0836, -25.5593, -32.5461], [-16.3152, -22.6004, -18.9347], [-19.7664, -17.2312, -19.0607]],
  "forces_ev_per_angstrom": [[0.84, 0.77, -0.59], [0.70, 0.03, -0.86], [0.19, -1.95, 1.50], [-0.93, -1.01, 0.94], [0.78, 0.45, -2.24], [-1.38, -0.77, 0.08], [1.45, 1.36, 1.61], [-1.07, 0.07, -1.45], [0.69, -0.36, 0.90], [0.20, -0.51, 1.37], [0.98, 0.50, -0.88], [0.93, 0.06, 0.19], [-0.26, -0.57, -0.93], [-1.34, -0.38, 0.59], [1.67, 0.92, -0.21], [-0.38, -0.39, 0.64], [-0.89, 0.31, -0.71], [-0.41, 0.57, 0.96], [-1.06, 0.20, 1.39], [1.42, 1.29, 2.47], [-0.73, 1.33, 0.51], [-0.34, 1.46, -1.41], [-0.53, -0.22, -0.31], [1.11, 0.01, -1.19], [0.54, -0.03, -1.15], [0.63, -0.28, 0.25], [-1.34, 2.92, 1.15], [-0.43, -0.38, 0.11], [-0.13, -1.40, 1.18], [-0.89, -0.71, 1.32], [-0.79, 0.03, 0.96], [-0.33, -1.12, -1.08], [0.69, 1.17, 0.06], [0.13, -0.45, -0.75], [-1.29, -0.46, 1.21], [0.39, -0.23, 0.78], [-0.42, 0.80, 1.24], [2.32, 0.73, -0.52], [0.83, 0.41, -0.36], [1.02, 0.97, -0.10], [0.16, 0.82, 1.29], [0.88, 0.99, 1.55], [-0.38, -0.90, 0.11], [0.44, -1.13, -1.52], [-1.83, -1.47, -1.81], [-0.24, -0.10, 2.82], [1.62, 1.28, 0.01], [-0.92, 0.20, -1.40], [-0.15, -1.03, -0.58], [1.13, 0.47, 0.62], [0.24, -1.55, -0.79], [-0.69, 0.93, -0.75], [-0.53, -1.14, 0.25], [-0.11, -0.31, -1.51], [-1.70, 0.15, 0.84], [0.63, 0.80, -0.43], [1.71, -1.27, 1.02], [-0.54, 0.15, 0.24], [2.47, 0.34, -2.41], [1.10, 0.28, -1.32], [-0.95, -0.33, -0.33], [-0.42, 0.80, -0.08], [0.27, 0.71, 0.28], [-1.05, 0.47, -1.48], [-1.05, 0.43, -0.08], [-0.37, 0.46, -0.32], [-0.22, 1.42, 3.41], [2.12, 0.05, -1.77], [1.47, -0.83, -2.23], [0.30, -0.11, 2.38], [-0.50, -1.73, 1.31], [-0.95, -0.57, 1.29], [-0.23, -0.16, -0.07], [-0.03, -0.06, 0.29], [0.08, 0.04, -0.12], [-0.54, -0.23, -0.75], [-0.34, 0.07, 0.33], [-0.07, 0.06, 0.24], [0.09, -0.23, 0.39], [-1.09, 0.05, 0.39], [0.54, 0.40, 0.03], [0.27, -0.26, -0.36], [0.12, -0.18, -0.03], [-0.11, -0.15, -0.20], [-0.40, -0.05, -0.19], [0.24, 0.02, -0.36], [0.03, 0.00, 0.16], [-0.25, 0.24, 0.10], [0.21, 0.01, 0.07], [-0.21, 0.07, -0.77], [-0.41, -0.10, -0.86], [-0.21, 0.30, -0.06], [-0.09, 0.31, -0.02], [0.59, -0.36, 0.29], [0.01, -0.06, -0.14], [0.14, 0.00, -0.07], [-0.17, -0.20, 0.05], [-0.36, 0.15, 0.09], [0.24, -0.12, 0.45], [0.09, 0.07, -0.14], [0.02, -0.43, -0.01], [-0.18, -0.38, -0.34], [-0.11, 0.36, -0.03], [-0.30, 0.23, 0.04], [0.14, -0.85, 0.17], [0.19, -0.01, -0.07], [0.50, -0.10, -0.23], [-0.93, 0.33, -0.01], [-0.37, -0.13, 0.09], [-0.03, -0.10, -0.41], [0.14, 0.44, 0.10], [0.23, -0.33, 0.25], [0.07, -0.30, -0.39], [-0.08, -0.33, -0.56], [-0.14, 0.15, -0.42], [-0.19, -0.08, -0.44], [-0.25, 0.00, 0.04], [-0.41, -0.41, -0.31], [0.14, 0.55, -0.03], [0.13, -0.48, 0.25], [0.26, -0.20, -0.13], [0.09, -0.11, -0.54], [-0.05, -0.07, -0.13], [-0.03, 0.03, 0.05], [-0.55, -0.68, -0.20], [0.26, 0.52, -0.12], [-0.47, 0.33, 0.06], [-0.05, -0.60, -0.29], [0.05, 0.11, -0.09], [-0.66, -0.54, -0.35]],
  "mol_weight_g_mol": 995.056,
  "homo_lumo_gap_ev": [5.881, 1.881],
  "total_charge": 1,
  "spin_multiplicity": 2,
  "total_energy_ha": -3430.4474
}